# 1
Computed, not measured: a 2-piece molecular cluster, C4H10NO2 overall, with the ωB97M-V functional and the def2-TZVPD basis.

LUMO level: 4.16 eV
Kohn-Sham gap: 0.253 Ha
Strongest force on any atom: 0.9 eV Å⁻¹
Total charge: -1
Relative energy (zero: lowest compared OMol25 entry of this formula, charge and spin): 45.5 kcal per mole

Geometry as XYZ:
```
17
Properties=species:S:1:pos:R:3:forces:R:3
C -1.589 0.377 1.106 0.4 -0.7 0.3
N -2.400 1.434 0.847 -0.4 0.4 -0.2
O -1.950 -0.602 1.740 -0.2 0.2 0.1
H -0.572 0.495 0.701 0.0 0.3 -0.2
H -3.384 1.302 1.006 -0.1 -0.1 0.1
H -2.175 2.013 0.055 0.4 0.0 0.0
C 0.483 -0.442 -1.217 0.2 0.3 0.0
O 0.432 0.903 -1.058 -0.1 -0.1 0.1
C 1.600 -1.135 -0.393 0.0 0.3 0.0
C 2.943 -0.457 -0.629 -0.1 0.0 -0.2
H 0.671 -0.764 -2.274 -0.1 0.0 -0.1
H -0.467 -0.952 -0.929 -0.1 -0.2 -0.1
H 1.637 -2.185 -0.672 0.0 -0.4 0.0
H 1.352 -1.089 0.676 0.0 0.1 0.0
H 3.734 -0.837 0.024 0.0 0.0 0.0
H 2.788 0.611 -0.471 0.1 0.1 0.0
H 3.267 -0.586 -1.672 -0.1 0.0 0.1
```
Positions in Å, forces in eV/Å.

Atom charges from the Löwdin analysis, given in e for atoms 1 to 2: -0.429 0.109


# 2
Computed, not measured: a 2-piece molecular cluster, C7H15N overall in a non-equilibrium geometry, with the ωB97M-V functional and the def2-TZVPD basis.

LUMO level: 0.70 eV
Kohn-Sham gap: 0.382 Ha
Strongest force on any atom: 3.6 eV Å⁻¹
Total charge: 0
Relative energy (zero: lowest compared OMol25 entry of this formula, charge and spin): 36.7 kcal per mole

Geometry as XYZ:
```
23
Properties=species:S:1:pos:R:3:forces:R:3
C 1.382 0.548 -0.107 -0.4 -2.6 -2.4
C 1.032 -0.940 -0.948 1.3 2.2 1.0
C 0.573 0.727 1.120 -3.1 -0.5 -0.2
C 1.219 1.690 -1.097 0.1 -0.1 0.2
C 1.004 -2.112 0.008 0.0 0.1 -0.1
H 2.432 0.381 0.143 0.1 0.2 0.0
H 0.177 -0.939 -1.623 0.1 0.4 0.5
H 1.903 -0.977 -1.603 0.2 -0.3 0.0
H -0.568 0.535 0.809 2.7 0.6 1.1
H 0.584 1.741 1.511 0.3 0.1 0.1
H 0.800 0.006 1.900 0.1 0.0 0.1
H 1.545 2.633 -0.658 0.0 0.1 0.0
H 1.809 1.517 -1.995 0.0 0.0 -0.1
H 0.176 1.780 -1.391 -0.1 0.1 0.0
H 0.128 -2.077 0.655 -0.1 0.0 0.0
H 1.887 -2.117 0.646 0.1 -0.1 0.1
H 0.978 -3.052 -0.542 0.0 -0.1 0.0
C -3.116 0.161 0.924 0.3 0.3 0.9
C -2.106 0.106 -0.126 -1.2 -1.3 -3.1
N -1.739 -0.139 -1.205 -0.5 0.8 1.7
H -2.893 -0.593 1.684 0.0 0.2 0.0
H -4.108 -0.031 0.511 0.3 0.0 -0.1
H -3.097 1.150 1.386 -0.1 -0.1 0.1
```
Positions in Å, forces in eV/Å.

Atom charges from the Löwdin analysis, given in e for atoms 1 to 2: -0.389 -0.209


# 3
Computed, not measured: an isolated molecule of C9H11Cl2F5O4SSi, with the ωB97M-V functional and the def2-TZVPD basis.

LUMO level: 0.10 eV
Kohn-Sham gap: 0.363 Ha
Strongest force on any atom: 0.8 eV Å⁻¹
Total charge: 0

Geometry as XYZ:
```
33
Properties=species:S:1:pos:R:3:forces:R:3
C 2.758 2.389 0.277 -0.3 0.1 0.2
C 3.347 1.100 -0.224 0.2 0.1 -0.1
O 4.177 0.490 0.384 0.0 -0.1 0.0
O 2.993 0.680 -1.470 -0.1 -0.2 0.1
C 1.634 0.751 -1.899 0.0 -0.1 -0.2
C 0.887 -0.544 -1.533 -0.3 0.2 0.0
Si -0.160 -0.418 0.019 0.8 0.2 0.1
C 0.304 -1.608 1.368 -0.4 -0.5 0.0
Cl 1.349 -0.892 2.554 0.1 0.1 0.2
C -0.010 -2.906 1.461 0.2 0.3 0.1
C 0.405 -3.873 2.521 0.0 0.1 0.1
Cl -0.954 -3.568 0.172 -0.1 0.0 -0.1
S -2.323 -0.573 -0.541 -0.2 -0.3 -0.1
O -3.146 -0.747 0.627 0.0 0.0 -0.1
O -2.479 -1.411 -1.704 0.0 0.2 0.1
C -2.659 1.159 -1.213 -0.1 -0.1 -0.1
F -1.446 1.697 -1.521 -0.2 -0.1 -0.1
F -3.384 1.046 -2.329 0.1 0.1 0.2
C -3.373 2.108 -0.234 -0.1 0.2 0.0
F -2.737 2.134 0.932 0.2 0.0 0.1
F -3.379 3.348 -0.730 0.1 0.1 -0.1
F -4.627 1.731 -0.046 -0.1 -0.2 0.0
H 2.021 2.169 1.052 0.0 0.0 0.0
H 3.560 2.962 0.738 0.0 -0.1 0.0
H 2.280 2.988 -0.494 0.1 0.0 0.0
H 1.664 0.859 -2.983 0.1 0.0 0.1
H 1.133 1.635 -1.504 0.0 0.0 0.1
H 1.612 -1.351 -1.411 0.0 0.0 -0.1
H 0.222 -0.809 -2.360 0.0 -0.1 0.0
H -0.045 0.929 0.604 -0.2 0.0 0.0
H 0.470 -3.373 3.489 0.0 0.0 -0.1
H -0.307 -4.693 2.588 0.0 0.0 0.0
H 1.392 -4.284 2.289 -0.1 0.0 0.0
```
Positions in Å, forces in eV/Å.

Atom charges from the Löwdin analysis, given in e for atoms 1 to 2: 0.012 -0.537


# 4
Computed, not measured: C35H31BrFN4O5PSTi as an isolated structure, with the ωB97M-V functional and the def2-TZVPD basis.

LUMO level (spin up / spin down): 4.14 / 4.14 eV
Kohn-Sham gap (spin up / spin down): 0.140 / 0.223 Ha
<S²>: 2.021
Strongest force on any atom: 0.6 eV Å⁻¹
Total charge: -2
Spin multiplicity: 3
Relative energy (zero: lowest compared OMol25 entry of this formula, charge and spin): 24.8 kcal per mole

Geometry as XYZ:
```
80
Properties=species:S:1:pos:R:3:forces:R:3
Ti 0.225 0.188 0.310 -0.1 -0.1 0.3
O 2.301 1.246 3.815 0.0 -0.1 0.0
C 1.381 0.838 3.117 0.0 0.0 -0.1
O 1.390 0.716 1.841 0.3 0.0 0.2
C 0.022 0.553 3.760 0.0 0.0 0.1
C -1.009 1.511 3.129 0.0 0.0 0.0
C -2.248 1.638 4.016 0.0 0.0 0.0
C -2.906 0.251 3.811 0.0 0.0 0.1
C -1.947 -0.392 2.800 -0.1 -0.1 -0.1
O -1.518 0.740 2.022 0.2 0.2 0.0
C -0.655 -0.839 3.489 0.1 0.1 0.0
C 0.091 -1.873 2.614 0.0 0.0 -0.1
O 0.535 -2.870 3.181 0.0 0.0 0.0
O 0.099 -1.651 1.355 -0.1 -0.1 0.1
H 0.134 0.734 4.829 -0.1 0.0 0.0
H -0.596 2.446 2.757 0.0 0.0 -0.1
H -2.891 2.440 3.650 0.0 0.0 0.0
H -1.990 1.848 5.055 0.0 0.0 0.0
H -3.912 0.341 3.400 0.0 0.0 0.0
H -2.960 -0.335 4.730 0.0 0.0 0.0
H -2.390 -1.132 2.139 0.0 0.0 0.0
H -0.862 -1.339 4.434 0.0 0.0 0.0
S 2.087 -0.623 -1.210 0.2 -0.2 0.2
C 3.458 0.431 -0.877 -0.4 0.2 -0.2
N 3.142 1.782 -0.772 0.1 -0.2 0.3
C 4.115 2.688 -0.360 0.1 -0.1 -0.1
C 5.408 2.244 -0.277 0.0 0.2 0.0
C 5.681 0.907 -0.535 -0.1 -0.2 -0.1
N 4.669 -0.016 -0.800 0.3 0.1 -0.1
H 2.160 1.971 -0.541 0.0 0.2 -0.3
H 3.790 3.698 -0.162 0.0 0.0 0.0
H 6.197 2.929 0.011 0.0 0.0 0.0
H 6.684 0.507 -0.464 0.0 0.0 0.0
Br 0.871 -3.827 -3.602 0.0 0.0 0.0
C -0.685 -3.890 -2.500 -0.3 -0.2 0.0
C -1.596 -4.926 -2.706 0.2 0.1 0.0
C -2.717 -4.933 -1.899 -0.1 -0.1 0.0
C -2.886 -3.938 -0.947 0.1 0.1 0.0
C -1.907 -2.961 -0.834 -0.1 -0.1 0.1
N -0.822 -2.951 -1.609 0.3 0.1 -0.2
H -1.417 -5.678 -3.461 0.0 0.0 0.0
H -3.455 -5.720 -2.011 0.0 0.0 0.0
H -3.754 -3.912 -0.302 0.0 0.0 0.0
H -1.961 -2.149 -0.121 0.0 0.0 0.0
F -1.410 -0.136 -0.545 0.0 -0.1 -0.1
N 0.270 2.115 -0.378 0.2 0.1 0.1
P -0.392 2.844 -1.531 -0.3 0.4 -0.3
C 0.703 4.010 -2.441 -0.1 0.0 0.1
C 0.982 3.922 -3.799 0.0 0.1 -0.1
C 1.891 4.795 -4.392 -0.1 -0.1 0.1
C 2.520 5.766 -3.631 0.1 0.1 0.0
C 2.248 5.863 -2.270 -0.1 0.0 0.0
C 1.349 4.987 -1.683 0.1 0.0 0.0
C -1.771 3.955 -0.997 0.2 -0.1 0.1
C -2.553 3.465 0.050 -0.1 0.0 0.0
C -3.582 4.238 0.572 0.0 -0.1 0.0
C -3.826 5.511 0.071 0.0 0.1 0.0
C -3.046 6.010 -0.963 0.1 -0.1 0.0
C -2.024 5.227 -1.495 -0.1 0.1 -0.1
C -1.188 1.881 -2.872 0.0 -0.1 0.0
C -0.472 0.796 -3.380 0.0 0.0 0.0
C -1.042 -0.048 -4.319 0.0 0.0 0.0
C -2.341 0.175 -4.760 0.0 0.0 0.0
C -3.062 1.250 -4.260 0.0 0.0 0.0
C -2.487 2.096 -3.319 0.0 0.1 -0.1
H 0.502 3.159 -4.398 0.0 0.0 0.0
H 2.110 4.704 -5.449 0.0 0.0 0.0
H 3.234 6.439 -4.091 0.0 0.0 0.0
H 2.748 6.610 -1.665 0.0 0.0 0.0
H 1.162 5.036 -0.615 0.0 0.0 0.0
H -2.341 2.478 0.449 0.0 0.0 0.0
H -4.188 3.845 1.380 0.0 0.0 0.0
H -4.620 6.118 0.491 0.0 0.0 0.0
H -3.226 7.005 -1.352 0.0 0.0 0.0
H -1.421 5.617 -2.307 0.0 0.0 0.0
H 0.523 0.582 -2.998 0.0 0.0 0.0
H -0.475 -0.897 -4.681 0.0 0.0 0.0
H -2.795 -0.500 -5.476 0.0 0.0 0.0
H -4.080 1.423 -4.591 0.0 0.0 0.0
H -3.069 2.923 -2.927 0.0 0.0 0.0
```
Positions in Å, forces in eV/Å.

Atom charges from the Löwdin analysis, given in e for atoms 1 to 2: 0.813 0.034


# 5
Computed, not measured: C7H16N2 as an isolated structure in a non-equilibrium geometry, with the ωB97M-V functional and the def2-TZVPD basis.

LUMO level (spin up / spin down): 0.00 / 0.00 eV
Kohn-Sham gap (spin up / spin down): 0.290 / 0.290 Ha
Strongest force on any atom: 3.7 eV Å⁻¹
Total charge: 0
Relative energy (zero: lowest compared OMol25 entry of this formula, charge and spin): 110.6 kcal per mole

Geometry as XYZ:
```
25
Properties=species:S:1:pos:R:3:forces:R:3
C 1.368 0.208 -0.031 0.7 -0.5 -0.4
C 2.352 -0.606 0.816 -0.1 0.2 -0.1
C 2.034 0.618 -1.348 0.0 0.0 0.2
N 1.033 1.422 0.714 -0.1 -0.2 -0.1
C 0.118 -0.656 -0.280 -2.3 2.6 -1.3
N -0.178 -1.717 0.243 -1.8 -0.9 2.2
H 0.655 1.189 1.625 0.0 0.0 0.0
H 0.344 1.982 0.225 0.0 0.0 0.0
H 2.656 -1.504 0.284 0.0 0.0 0.0
H 1.883 -0.917 1.749 0.0 0.0 0.0
H 3.225 0.005 1.042 0.0 0.0 0.0
H 1.406 1.293 -1.928 0.0 0.0 0.0
H 2.965 1.138 -1.122 0.0 0.0 0.0
H 2.263 -0.259 -1.955 0.0 0.0 0.0
C -2.510 0.390 0.732 -0.5 -1.7 1.0
C -1.003 0.118 -1.372 2.1 -1.0 0.5
C -2.692 -0.954 1.059 -0.9 2.0 0.2
H -1.836 1.001 1.313 0.0 0.1 0.0
H -3.147 0.903 0.029 0.2 -0.1 -0.3
H -1.492 -1.622 0.658 2.1 -0.3 -1.8
H -0.350 -0.116 -2.215 0.0 0.1 -0.3
H -1.908 -0.444 -1.583 -0.1 0.2 0.4
H -1.099 1.201 -1.380 -0.2 -0.1 0.2
H -2.532 -1.224 2.101 0.5 -0.2 -0.1
H -3.556 -1.450 0.624 0.3 -0.1 -0.2
```
Positions in Å, forces in eV/Å.

Atom charges from the Löwdin analysis, given in e for atoms 1 to 2: -0.610 -0.059


# 6
Computed, not measured: a 8-piece molecular cluster, C40H82N10O11P overall in a non-equilibrium geometry, with the ωB97M-V functional and the def2-TZVPD basis.

LUMO level: -1.97 eV
Kohn-Sham gap: 0.304 Ha
Strongest force on any atom: 1.1 eV Å⁻¹
Total charge: +1

Geometry as XYZ:
```
144
Properties=species:S:1:pos:R:3:forces:R:3
C -2.608 3.147 2.764 -0.5 0.2 0.2
O -2.024 3.799 3.876 0.2 0.1 -0.3
C -0.738 3.312 4.211 0.0 0.0 0.2
C 0.187 4.465 4.616 0.2 -0.2 -0.2
C 1.528 4.310 3.891 -0.3 0.2 0.6
C 2.560 5.367 4.254 0.2 0.1 0.1
C 3.845 5.257 3.426 0.0 -0.4 -0.1
C 3.598 5.189 1.901 0.4 0.4 0.1
C 4.527 4.255 1.217 -0.3 0.1 0.0
N 5.721 4.630 0.644 0.0 0.3 0.1
C 6.344 3.572 0.148 0.3 0.1 0.0
N 5.588 2.515 0.392 -0.3 -0.2 -0.1
C 5.928 1.140 0.057 0.6 0.0 0.2
P 6.845 0.438 1.475 -0.5 0.3 1.0
O 6.302 0.891 2.768 0.0 -0.1 -0.3
O 6.823 -1.134 1.293 0.1 0.3 0.0
O 8.334 0.936 1.227 -0.1 0.0 -0.2
C 4.434 2.911 1.064 0.0 -0.2 -0.1
C 3.382 1.955 1.512 0.1 -0.3 -0.2
C 2.587 1.251 0.382 -0.1 -0.3 0.2
C 1.079 1.100 0.672 0.0 0.0 -0.3
C 0.159 1.889 -0.278 0.1 -0.1 0.3
N 0.670 3.197 -0.639 -0.3 -0.1 0.2
C 1.350 3.543 -1.769 0.1 -0.4 -0.2
C 1.630 4.876 -1.716 0.3 0.4 -0.1
C 1.088 5.367 -0.504 0.2 0.4 -0.1
C 0.508 4.310 0.133 -0.1 0.2 0.3
H -3.402 3.799 2.397 0.0 0.0 0.0
H -1.888 3.003 1.954 0.0 -0.1 0.1
H -3.058 2.192 3.043 0.2 -0.2 -0.1
H -0.305 2.801 3.342 -0.1 0.0 0.0
H -0.807 2.566 5.011 -0.1 0.0 0.0
H 0.350 4.490 5.694 -0.1 0.1 0.0
H -0.290 5.395 4.302 0.0 0.1 0.1
H 1.925 3.328 4.177 0.1 -0.1 -0.3
H 1.293 4.322 2.827 0.1 -0.2 0.0
H 2.836 5.219 5.301 0.0 0.1 0.0
H 2.141 6.375 4.199 -0.1 0.0 -0.2
H 4.360 4.340 3.732 0.0 0.0 0.0
H 4.533 6.072 3.655 -0.1 0.0 0.0
H 3.709 6.184 1.459 -0.1 0.0 0.0
H 2.586 4.874 1.670 0.0 0.0 -0.1
H 6.070 5.575 0.606 0.0 0.0 0.0
H 7.299 3.587 -0.348 0.0 -0.1 0.0
H 6.560 1.126 -0.830 -0.2 -0.1 -0.1
H 5.015 0.584 -0.115 0.0 0.0 -0.1
H 6.408 -1.513 2.083 0.0 -0.2 -0.1
H 8.670 1.283 2.067 0.2 -0.1 -0.1
H 2.696 2.470 2.183 0.1 0.2 -0.1
H 3.885 1.191 2.109 -0.1 0.1 0.2
H 2.978 0.238 0.273 0.1 0.0 -0.1
H 2.738 1.746 -0.577 0.0 0.1 0.0
H 0.811 0.049 0.560 -0.1 0.0 0.1
H 0.838 1.363 1.704 0.1 0.0 0.0
H -0.023 1.311 -1.182 0.0 0.1 -0.1
H -0.797 2.053 0.220 -0.1 -0.2 -0.1
H 1.582 2.820 -2.534 -0.1 -0.1 0.0
H 2.163 5.438 -2.466 -0.1 0.0 0.0
H 1.114 6.387 -0.156 -0.1 0.0 0.0
H -0.025 4.309 1.071 -0.1 -0.3 -0.1
C -3.412 -0.492 0.256 0.1 0.1 0.0
C -3.085 -0.848 1.690 -0.1 0.0 0.0
O -2.276 -0.202 2.346 0.1 0.1 -0.1
N -3.727 -1.910 2.223 0.0 0.0 -0.1
C -4.713 -2.768 1.583 0.1 0.0 0.3
H -2.821 0.377 -0.021 0.0 0.0 0.0
H -3.173 -1.315 -0.419 -0.1 0.0 0.0
H -4.469 -0.252 0.145 0.0 -0.1 -0.1
H -3.472 -2.100 3.180 0.0 0.0 0.0
H -5.656 -2.729 2.128 0.0 0.0 -0.1
H -4.364 -3.801 1.572 0.0 0.0 -0.1
H -4.893 -2.462 0.560 0.0 -0.1 0.0
C -6.213 -2.447 -3.478 0.0 -0.2 0.1
C -5.340 -3.072 -2.418 0.0 0.0 0.0
O -5.796 -3.514 -1.371 0.1 0.0 0.0
N -4.003 -3.134 -2.663 0.0 0.1 0.0
C -3.288 -2.661 -3.837 0.1 -0.1 0.4
H -7.244 -2.463 -3.144 0.1 0.0 0.0
H -5.924 -1.411 -3.655 0.0 0.0 -0.1
H -6.127 -3.003 -4.414 0.1 0.1 0.0
H -3.477 -3.574 -1.925 0.0 0.0 0.0
H -2.772 -3.490 -4.321 0.0 0.0 -0.1
H -2.546 -1.913 -3.549 0.0 0.0 -0.1
H -3.967 -2.223 -4.555 0.0 0.0 -0.1
C 5.661 -2.114 -1.283 0.0 -0.1 -0.3
C 5.229 -2.132 -2.727 -0.1 0.1 0.0
O 4.515 -1.248 -3.185 0.0 0.0 0.0
N 5.661 -3.155 -3.501 0.0 0.0 0.1
C 6.511 -4.277 -3.134 -0.1 0.2 -0.3
H 5.232 -1.236 -0.823 -0.1 0.0 -0.1
H 5.316 -2.998 -0.752 0.2 -0.1 0.0
H 6.746 -2.067 -1.208 0.0 -0.1 0.1
H 5.332 -3.102 -4.452 0.0 0.0 0.0
H 7.409 -4.270 -3.756 0.0 -0.1 0.0
H 5.975 -5.213 -3.305 0.1 0.0 0.1
H 6.803 -4.235 -2.088 -0.1 0.1 0.0
C -3.177 5.188 6.557 0.0 0.0 0.1
C -2.828 4.881 7.993 0.0 0.1 0.0
O -2.000 5.526 8.615 0.0 0.0 0.0
N -3.473 3.835 8.580 0.0 0.0 -0.1
C -4.472 2.960 8.000 0.1 0.0 0.2
H -2.584 6.038 6.235 0.0 0.0 0.0
H -2.946 4.338 5.915 -0.1 0.1 -0.1
H -4.234 5.439 6.459 0.0 -0.1 -0.1
H -3.199 3.678 9.537 0.0 0.0 0.0
H -5.407 3.019 8.561 0.0 0.0 -0.1
H -4.130 1.923 8.014 0.0 0.0 -0.1
H -4.669 3.242 6.971 0.0 0.0 0.0
C -4.086 -5.210 -7.075 0.0 0.1 0.0
C -3.325 -3.969 -7.487 0.0 0.0 0.0
O -3.433 -2.917 -6.877 0.0 0.0 -0.1
N -2.512 -4.066 -8.570 0.0 -0.1 0.0
C -2.264 -5.223 -9.408 0.1 0.2 0.0
H -4.684 -4.967 -6.202 0.0 0.0 0.0
H -4.747 -5.545 -7.874 0.0 -0.1 0.0
H -3.401 -6.020 -6.821 0.0 0.0 0.0
H -2.036 -3.206 -8.794 0.0 0.0 0.0
H -1.206 -5.488 -9.391 0.0 -0.1 0.0
H -2.549 -5.014 -10.440 0.0 -0.1 0.0
H -2.837 -6.074 -9.058 0.0 0.0 0.0
C 7.752 -5.537 2.034 0.0 0.1 0.0
C 7.331 -5.593 0.585 0.0 0.0 0.0
O 6.618 -4.729 0.085 0.1 -0.1 0.2
N 7.769 -6.640 -0.151 0.0 0.0 0.0
C 8.613 -7.745 0.267 -0.1 0.0 -0.2
H 7.321 -4.647 2.481 0.0 0.0 0.0
H 7.395 -6.412 2.577 0.1 0.0 0.0
H 8.838 -5.487 2.122 0.0 -0.1 0.0
H 7.450 -6.627 -1.108 0.0 0.0 0.0
H 9.527 -7.770 -0.326 0.0 0.0 0.0
H 8.090 -8.692 0.136 0.0 0.0 0.1
H 8.883 -7.641 1.312 0.0 0.0 0.0
C -10.584 -0.167 -4.525 0.1 0.0 0.0
C -10.139 -1.121 -3.441 0.0 0.0 0.0
O -8.979 -1.170 -3.061 -0.1 0.1 0.0
N -11.079 -1.934 -2.896 0.0 0.0 0.0
C -12.491 -2.017 -3.217 0.1 -0.1 0.1
H -9.720 0.404 -4.849 0.0 0.0 0.0
H -10.992 -0.710 -5.378 -0.1 0.0 0.0
H -11.343 0.521 -4.150 0.0 0.0 0.0
H -10.717 -2.544 -2.180 0.0 0.0 0.0
H -13.097 -1.792 -2.338 0.0 0.0 0.0
H -12.746 -3.020 -3.562 0.0 0.0 0.0
H -12.744 -1.309 -3.999 0.0 0.0 0.0
```
Positions in Å, forces in eV/Å.

Atom charges from the Löwdin analysis, given in e for atoms 1 to 2: -0.088 -0.209